This record from the Open Molecules 2025 dataset describes a cluster of 8 separate species, C8H32N16O8 in total at a distorted geometry. The level of theory is ωB97M-V/def2-TZVPD.

ORCA input file:
```
! wB97M-V def2-TZVPD RIJCOSX def2/J DEFGRID3
* xyz 0 1
O 5.193 1.216 -4.161
O -4.789 0.185 3.010
O 0.249 2.125 -0.449
O 0.873 7.482 -3.948
O 1.493 -5.185 -3.670
O -3.368 -4.491 -0.939
O 1.754 -3.313 3.338
O -1.038 6.324 3.466
N -1.714 -3.004 -0.620
N 2.962 -4.278 -2.166
N 3.440 -6.111 -2.904
N 1.475 -5.341 4.185
N -2.345 7.499 2.043
N -6.504 -1.285 3.102
N -0.074 1.492 1.611
N -1.444 -5.080 -0.120
N 3.360 2.482 -4.023
N 3.151 0.512 -4.678
N -3.249 6.391 3.663
N 3.293 -4.947 3.262
N 0.904 6.345 -2.031
N -4.504 -1.926 2.820
N 1.453 0.457 0.360
N -0.475 5.722 -3.756
C -2.213 -4.240 -0.689
C -2.126 6.698 3.103
C 3.965 1.344 -4.280
C -5.283 -0.923 3.113
C 0.525 1.412 0.449
C 2.527 -5.248 -2.909
C 0.428 6.595 -3.251
C 2.184 -4.423 3.545
H -3.354 6.054 4.609
H 1.713 6.807 -1.643
H -0.506 -4.707 -0.111
H 3.799 3.121 -3.376
H 2.358 2.480 -3.892
H 3.759 -5.775 3.604
H 0.642 5.438 -1.672
H 3.466 -0.441 -4.795
H 0.517 -5.217 4.479
H 4.308 -6.121 -2.387
H -0.779 5.769 -4.718
H -1.720 -6.046 -0.015
H 1.594 0.031 1.265
H -7.213 -0.572 3.196
H 3.936 -4.337 -1.905
H -3.276 7.871 1.917
H 2.006 -6.200 4.143
H 3.152 -6.977 -3.337
H -4.891 -2.847 2.673
H -1.499 7.923 1.690
H 2.171 0.710 -0.304
H -0.691 4.954 -3.137
H -0.080 0.678 2.210
H -6.706 -2.264 3.244
H -0.810 -2.824 -0.208
H 3.883 -4.314 2.739
H 2.467 -3.399 -2.122
H -3.987 6.906 3.204
H -0.818 2.159 1.755
H -2.179 -2.302 -1.179
H 2.190 0.702 -4.922
H -3.557 -1.746 2.519
*
```

The SMILES is NC(N)=O.NC(N)=O.NC(N)=O.NC(N)=O.NC(N)=O.NC(N)=O.NC(N)=O.NC(N)=O. The calculation puts the largest force on an atom at 9.98 eV/A. The orbital gap is 0.341 Eh. As for the energy above the lowest of the compared OMol25 structures with the same formula, charge and spin: 178.7 kcal/mol.

---

This record from the Open Molecules 2025 dataset describes a cluster of 8 separate species, C8H32N16O8 in total at a distorted geometry. The level of theory is ωB97M-V/def2-TZVPD.

ORCA input file:
```
! wB97M-V def2-TZVPD RIJCOSX def2/J DEFGRID3
* xyz 0 1
O -1.382 -1.514 -6.148
O -2.250 1.012 0.821
O 3.038 -1.970 3.928
O -0.113 2.917 4.753
O 1.971 3.301 2.221
O 1.868 1.683 -5.258
O -2.807 -3.754 0.059
O 1.825 -0.656 -1.547
N -1.700 -3.793 -6.556
N -0.130 1.305 3.173
N 3.869 4.366 2.843
N -4.185 -2.322 -1.110
N 2.696 0.175 3.182
N -1.938 1.589 4.542
N -4.469 0.569 0.620
N 1.486 -0.557 -5.066
N -3.114 -0.948 1.645
N -0.341 -0.255 -0.935
N 4.519 -0.313 4.413
N -0.735 -3.004 -4.647
N 3.159 0.369 -3.875
N 1.902 4.907 3.838
N 1.328 0.833 0.132
N -2.397 -3.038 -2.111
C -3.121 -3.146 -0.960
C 2.535 4.135 2.939
C 3.392 -0.806 3.819
C -0.694 1.988 4.177
C 2.089 0.607 -4.719
C -3.211 0.264 1.025
C -1.381 -2.686 -5.796
C 1.011 -0.070 -0.837
H 4.344 3.711 2.244
H 4.363 4.792 3.606
H -4.383 -1.662 -1.839
H 4.894 0.578 4.158
H 3.058 1.096 3.026
H 2.304 0.713 0.357
H 0.850 1.514 3.084
H 1.621 -1.431 -4.601
H -5.230 0.089 1.057
H -0.686 -0.926 -1.594
H 0.982 4.652 4.181
H -2.395 0.801 4.124
H 0.658 1.387 0.628
H 2.236 5.608 4.477
H -2.438 2.246 5.115
H -2.902 -2.587 -2.849
H -2.413 -3.795 -7.259
H -0.655 -2.308 -3.927
H -2.215 -1.311 1.904
H 0.748 -0.434 -5.743
H -4.006 -1.397 1.696
H 1.754 -0.121 2.988
H 2.930 -0.493 -3.412
H -0.901 0.457 -0.484
H -4.492 1.253 -0.117
H -0.750 -3.989 -4.460
H -0.676 0.889 2.436
H 4.973 -0.908 5.084
H -4.954 -2.306 -0.460
H -1.770 -3.800 -2.309
H -1.310 -4.614 -6.142
H 3.742 1.107 -3.536
*
```

The SMILES is NC(N)=O.NC(N)=O.NC(N)=O.NC(N)=O.NC(N)=O.NC(N)=O.NC(N)=O.NC(N)=O. The calculation puts the largest force on an atom at 3.11 eV/A. The orbital gap is 0.315 Eh. As for the energy above the lowest of the compared OMol25 structures with the same formula, charge and spin: 71.6 kcal/mol.

---

This record from the Open Molecules 2025 dataset describes a cluster of 7 separate species, C8H32N2O7 in total at a distorted geometry. The level of theory is ωB97M-V/def2-TZVPD.

ORCA input file:
```
! wB97M-V def2-TZVPD RIJCOSX def2/J DEFGRID3
* xyz 0 1
O 3.279 -0.823 2.601
O 2.494 1.310 -1.883
O 1.822 -4.257 2.073
O -0.118 -1.862 -1.243
O -0.495 -1.880 3.996
O 0.934 -1.689 1.323
O -5.437 0.260 1.419
N -2.963 -1.352 -0.867
N 3.814 4.362 -3.488
C -4.929 -0.543 0.378
C 3.311 2.440 -2.024
C -2.603 0.450 0.746
C 3.259 2.207 -4.540
C 2.704 0.667 -0.658
C 3.020 3.128 -3.354
C -5.454 -0.388 2.662
C -3.415 -0.794 0.426
H -2.519 1.114 -0.113
H 3.615 -1.619 3.031
H 0.323 -1.440 2.028
H -3.178 -1.559 1.169
H 0.310 -1.744 -0.375
H 2.790 2.622 -5.436
H 4.317 2.076 -4.773
H -5.902 0.265 3.412
H -0.255 -2.791 3.791
H 1.374 -3.719 1.398
H 2.809 1.226 -4.385
H 2.100 -0.231 -0.593
H -1.072 -1.748 -1.071
H -1.423 -1.918 4.248
H 4.644 4.322 -2.898
H 1.813 -1.441 1.662
H -5.452 -1.509 0.398
H -5.153 -0.017 -0.551
H 4.374 2.162 -1.935
H -4.432 -0.584 3.010
H 1.122 -4.755 2.504
H 3.137 3.187 -1.230
H -3.356 -0.806 -1.631
H -3.390 -2.270 -0.986
H -3.078 1.005 1.561
H -6.063 -1.298 2.629
H 2.516 1.279 0.234
H 3.402 -0.117 3.242
H -1.616 0.181 1.122
H 1.962 3.398 -3.377
H 3.758 0.355 -0.584
H 3.307 5.138 -3.068
*
```

The SMILES is COC[C@H](C)N.COC[C@H](C)N.O.O.O.O.O. The calculation puts the largest force on an atom at 1.06 eV/A. The orbital gap is 0.342 Eh. As for the energy above the lowest of the compared OMol25 structures with the same formula, charge and spin: 11.2 kcal/mol.